Here is a molecular structure, C37H33IKN5O5S2 in a non-equilibrium geometry from the OMol25 dataset. Energies are from the ωB97M-V functional and the def2-TZVPD basis.

Structure (XYZ):
```
84
Properties=species:S:1:pos:R:3:forces:R:3:mulliken_charge:R:1
K -0.98975 0.69575 -0.14429 2.1 -0.1 0.2 0.870
C -1.00456 -0.36245 5.04373 0.0 0.1 -0.1 -1.379
C -0.97757 -1.80056 4.51299 0.0 0.1 -0.1 1.138
C -2.37986 -2.22512 4.06602 0.0 0.1 0.0 -1.929
C 0.06979 -2.00638 3.42090 0.0 0.0 0.0 0.571
C 1.25302 -1.26772 3.39872 0.0 0.0 0.0 -0.350
C 2.22990 -1.48685 2.43597 0.0 0.1 0.0 -0.923
C 2.06886 -2.45866 1.45432 0.1 0.0 0.0 1.055
C 3.14014 -2.71383 0.42139 -0.1 0.0 0.0 -1.342
C 0.88428 -3.18368 1.46007 -0.1 0.0 0.0 -0.875
C -0.09735 -2.96016 2.41887 0.0 0.0 -0.1 -0.283
H -1.83123 -0.24809 5.75138 0.0 0.0 0.0 0.464
H -1.14299 0.35151 4.22387 0.0 -0.1 0.1 -0.037
H -0.08414 -0.10176 5.57177 0.0 0.0 0.0 0.460
H -0.68884 -2.44990 5.34743 0.0 -0.1 0.1 0.377
H -2.66660 -1.73467 3.13252 0.0 -0.1 0.1 0.467
H -3.11459 -1.95947 4.83140 0.0 0.0 0.0 0.506
H -2.45469 -3.30185 3.90133 0.0 0.0 0.0 0.402
H 1.41245 -0.47521 4.11965 0.0 0.0 0.0 0.157
H 3.11467 -0.85797 2.42231 0.0 0.0 0.0 0.282
H 3.84401 -3.47704 0.76818 0.0 0.0 0.0 0.326
H 3.71086 -1.80641 0.21536 0.0 -0.1 0.0 0.181
H 2.70754 -3.06196 -0.51979 0.0 0.0 0.1 0.236
H 0.70506 -3.91968 0.68145 0.0 0.0 0.0 0.262
H -1.01890 -3.52670 2.35227 0.1 0.0 0.0 0.218
N -5.67406 4.12958 2.00768 0.0 0.1 -0.1 -0.673
C -5.00512 3.60897 0.88140 0.0 -0.1 0.0 0.366
C -3.61519 3.67466 0.79771 0.0 -0.1 0.0 -0.549
C -2.96104 3.15572 -0.30491 0.0 0.0 -0.3 -0.438
C -3.68620 2.56855 -1.33960 0.0 0.0 0.1 -0.502
C -5.06780 2.51366 -1.26724 0.0 0.0 0.1 -0.437
C -5.72376 3.03668 -0.16420 0.0 0.0 0.0 -0.495
S -2.86459 1.93010 -2.78299 0.2 0.0 -0.2 1.220
O -3.90294 1.71619 -3.76661 -0.1 0.0 0.0 -0.777
O -1.83732 2.89956 -3.10612 0.0 0.1 -0.1 -0.693
N -2.20799 0.61008 -2.17558 -0.5 -0.4 -1.4 -0.203
C -1.53489 -0.28536 -2.92530 -0.3 0.2 -0.1 0.278
N -1.57645 -0.24858 -4.28964 0.2 -0.2 0.2 -0.604
C -0.89608 -1.17887 -4.93256 -0.1 0.1 0.1 -0.215
C -0.15327 -2.17318 -4.30632 0.0 0.0 0.0 -0.782
C -0.15318 -2.11954 -2.92154 -0.1 0.1 0.2 0.038
N -0.81527 -1.21650 -2.21941 -0.1 0.2 -0.3 -0.284
H -5.10709 4.07943 2.83990 0.0 0.0 0.1 0.314
H -6.55026 3.65995 2.17684 0.0 -0.1 0.0 0.278
H -3.03847 4.10991 1.60959 0.0 0.0 -0.1 0.317
H -1.87873 3.22488 -0.36796 -0.1 0.1 0.0 0.876
H -5.61512 2.03908 -2.07159 0.0 0.0 0.1 0.457
H -6.80610 2.96462 -0.09216 0.1 0.0 0.0 0.263
H -0.94001 -1.12954 -6.01970 0.0 0.0 0.0 0.387
H 0.39980 -2.92127 -4.85674 0.0 0.0 0.0 0.346
H 0.41703 -2.84404 -2.34144 0.0 0.0 0.0 0.317
I 3.06790 0.69298 -1.23786 0.0 0.1 0.0 0.116
C 2.79989 2.77896 -1.41001 -0.1 0.1 0.1 -0.130
C 3.51897 3.42629 -2.37617 -0.1 0.1 0.1 -0.750
C 3.34356 4.82148 -2.54723 0.1 -0.1 0.0 -0.436
C 2.46702 5.50066 -1.75434 -0.1 0.0 0.1 -0.908
C 1.72124 4.83348 -0.74557 0.1 -0.1 0.0 1.152
C 0.81488 5.54837 0.07532 0.1 -0.1 -0.1 -1.033
C 0.11226 4.88017 1.03681 0.0 -0.2 0.1 -0.499
C 0.27068 3.47948 1.21273 0.2 0.1 0.0 -0.472
C 1.12581 2.68744 0.45622 0.0 0.1 -0.1 -0.905
C 1.86396 3.42124 -0.53682 0.1 0.1 -0.1 1.216
H 4.20144 2.87979 -3.01172 0.0 0.0 0.0 0.359
H 3.89875 5.33815 -3.32397 0.0 0.0 0.0 0.327
H 2.31832 6.56895 -1.89140 0.0 0.0 0.0 0.295
H 0.68284 6.61392 -0.08330 0.0 0.0 0.0 0.271
H -0.58265 5.43223 1.66592 0.0 0.0 0.0 0.353
H -0.32517 3.00477 1.99508 0.0 0.1 -0.1 0.359
O -4.70971 -2.16896 1.33392 -0.1 -0.1 0.0 -0.778
S -4.60606 -0.78020 0.94973 0.2 0.1 0.1 1.290
O -5.36586 -0.37105 -0.19821 -0.1 0.0 -0.1 -0.644
N -3.06546 -0.31164 0.90259 -0.6 0.0 0.6 -0.335
C -2.76360 0.53694 1.90471 -0.3 -0.2 0.3 -0.157
O -1.64227 0.98941 2.14961 -0.5 0.1 0.7 -0.752
C -3.94532 0.87195 2.78891 0.1 -0.1 -0.2 1.950
C -3.96267 1.67587 3.91102 -0.1 0.1 0.1 -0.736
C -5.16497 1.80788 4.60186 0.1 0.0 -0.1 -0.847
C -6.31321 1.14829 4.16059 0.0 0.0 0.0 -0.495
C -6.28053 0.33695 3.03131 0.0 -0.1 -0.1 -0.644
C -5.07421 0.21106 2.36599 -0.1 0.0 0.0 -0.433
H -3.05198 2.17420 4.22615 -0.1 0.0 0.0 0.397
H -5.21442 2.42716 5.49070 0.0 0.0 0.0 0.375
H -7.24109 1.26072 4.71077 0.0 0.0 0.0 0.378
H -7.16748 -0.18765 2.69198 0.1 0.0 0.0 0.453
```
Forces are in eV/Å.

The calculation puts the energy above the lowest of the compared OMol25 structures with the same formula, charge and spin at 1.729 eV. Its total energy is -102691.0576 eV. The calculation puts the HOMO energy at -1.5 eV. The net charge is -2.

***

Here is a molecular structure, CH7N2P3 in a non-equilibrium geometry from the OMol25 dataset. Energies are from the ωB97M-V functional and the def2-TZVPD basis.

Structure (XYZ):
```
13
Properties=species:S:1:pos:R:3:forces:R:3:nbo_charge:R:1
C 2.59070 0.92425 0.49118 -1.4 1.0 -1.8 -0.988
N 0.82375 -0.80306 -0.08798 -1.2 0.0 0.2 -1.262
N -3.19271 0.68395 -0.43633 -0.6 0.8 -1.2 -1.264
P -0.76229 -1.36262 -0.21760 2.4 0.7 -1.5 0.761
P -1.81261 0.51334 0.28716 -2.0 0.2 0.3 0.747
P 0.97972 0.76125 -0.39113 0.6 -0.6 0.2 1.052
H 3.15106 1.49786 -0.24079 0.8 0.0 0.4 0.229
H 2.83679 -0.09118 0.63570 0.9 -0.8 0.4 0.257
H 2.38246 1.48358 1.36842 0.2 0.5 1.0 0.240
H -3.31393 1.07688 -1.41153 0.7 -0.6 1.8 0.388
H -0.60352 -2.63588 0.09160 0.0 -2.4 1.3 -0.040
H -2.16597 -0.32306 1.44034 0.0 1.0 0.1 -0.073
H -0.91346 -1.72532 -1.52906 -0.6 0.3 -1.1 -0.045
```
Forces are in eV/Å.

The calculation puts the energy above the lowest of the compared OMol25 structures with the same formula, charge and spin at 2.217 eV. Its total energy is -31993.4704 eV. The calculation puts the HOMO energy at -7.9 eV. The net charge is 0.

***

Here is a molecular structure, C28H40N4PtS2Si3 from the OMol25 dataset. Energies are from the ωB97M-V functional and the def2-TZVPD basis.

Structure (XYZ):
```
78
Properties=species:S:1:pos:R:3:forces:R:3:mulliken_charge:R:1
Pt -0.72694 0.83304 0.39314 -0.4 0.2 0.1 1.915
C -0.41769 3.66184 2.32074 0.0 0.0 0.0 -0.761
C 0.82379 3.26594 1.58076 0.0 0.0 0.0 0.715
C 2.00611 3.99942 1.85519 0.0 0.0 -0.1 -1.010
C 3.11432 3.82340 1.09271 0.0 0.0 0.0 -1.139
C 3.04865 2.97235 -0.03487 0.1 0.0 0.0 1.206
C 4.08954 2.90416 -0.98688 0.0 0.0 0.0 -0.750
C 3.89870 2.18662 -2.13633 0.0 0.0 0.0 -0.774
C 2.69692 1.49515 -2.35759 0.0 0.0 0.0 -0.618
C 1.67958 1.48918 -1.42359 0.0 0.1 0.2 0.554
S 0.19096 0.62788 -1.69965 -0.1 0.0 0.0 -0.534
C 1.85985 2.24522 -0.23070 -0.1 0.0 -0.2 -0.789
N 0.79034 2.33779 0.64150 0.4 -0.1 0.2 0.413
H -0.79458 4.57778 1.85660 0.0 0.0 0.0 0.424
H -0.20202 3.88297 3.36572 0.0 0.0 0.0 0.401
H -1.19838 2.91750 2.24802 0.0 0.0 0.0 -0.424
H 1.99169 4.71136 2.66918 0.0 0.0 0.0 0.508
H 4.02533 4.37535 1.29140 0.0 0.0 0.0 0.434
H 5.00246 3.45881 -0.81158 0.0 0.0 0.0 0.410
H 4.67293 2.15748 -2.89315 0.0 0.0 0.0 0.402
H 2.54730 0.95836 -3.28736 0.0 0.0 0.0 0.495
C -2.74314 -0.59292 -3.15176 0.1 0.1 0.0 -1.050
Si -3.24613 0.43396 -1.65754 -0.1 -0.1 0.0 0.943
C -5.14643 0.38128 -1.68805 0.0 0.0 0.0 -1.316
C -2.82902 2.25292 -1.97102 0.0 0.0 0.0 -1.284
C -2.52478 -0.25191 -0.04841 0.3 -0.2 -0.3 -0.798
Si -2.31524 -2.12836 -0.09966 0.0 0.0 0.1 0.505
C -2.01407 -2.83388 1.63471 0.0 0.0 0.0 -1.212
C -3.90587 -2.99844 -0.68754 0.0 0.0 0.0 -1.205
C -0.94980 -2.76442 -1.23500 0.1 0.0 0.0 -0.707
Si -3.61189 0.25157 1.35622 -0.1 0.1 -0.1 -0.173
C -5.11090 -0.79812 1.76652 0.0 0.0 0.0 -1.272
C -4.17112 2.05656 1.28123 0.0 0.0 0.0 -1.116
C -2.42651 0.20986 2.82314 -0.1 0.1 0.0 -0.152
C -2.65735 -0.17998 4.13566 0.0 0.0 0.0 -0.607
C -1.63501 -0.12205 5.06616 0.1 0.0 0.0 -0.621
C -0.39083 0.33652 4.65946 0.0 0.0 0.0 -1.103
C -0.21718 0.70673 3.34247 0.0 0.0 -0.1 0.018
N -1.21154 0.65593 2.44368 0.2 -0.3 0.1 0.429
H -3.20416 -0.16212 -4.04555 0.0 0.0 0.0 0.398
H -3.09487 -1.62238 -3.06091 0.0 0.0 0.0 0.249
H -1.66562 -0.61278 -3.31483 0.0 0.0 0.0 0.241
H -5.46815 0.52131 -2.72448 0.0 0.0 0.0 0.392
H -5.60268 1.18124 -1.10088 0.0 0.0 0.0 0.345
H -5.57310 -0.56162 -1.34828 0.0 0.0 0.0 0.307
H -2.21304 2.35564 -2.86673 0.0 0.0 0.0 0.342
H -2.26672 2.67858 -1.13965 0.0 0.0 0.0 0.286
H -3.73930 2.84125 -2.11567 0.0 0.0 0.0 0.493
H -2.95177 -3.12911 2.11191 0.0 0.0 0.0 0.358
H -1.49923 -2.15031 2.30733 0.0 0.0 0.0 0.152
H -1.39278 -3.72985 1.55742 0.0 0.0 0.0 0.466
H -4.73029 -2.31245 -0.87226 0.0 0.0 0.0 0.286
H -4.24922 -3.71821 0.05986 0.0 0.0 0.0 0.456
H -3.73231 -3.55209 -1.61262 0.0 0.0 0.0 0.400
H -0.24185 -1.99398 -1.53588 0.0 0.0 0.0 -0.086
H -1.37534 -3.20768 -2.13748 0.0 0.0 0.0 0.369
H -0.38620 -3.53719 -0.70723 0.0 0.0 0.0 0.383
H -5.84545 -0.73170 0.96142 0.0 0.0 0.0 0.325
H -5.59280 -0.41914 2.67251 0.0 0.0 0.0 0.438
H -4.86981 -1.85053 1.91597 0.0 0.0 0.0 0.283
H -4.24203 2.42266 0.25826 0.0 0.0 0.0 0.242
H -3.47094 2.70800 1.80847 0.0 0.0 0.0 0.285
H -5.14982 2.17939 1.75226 0.0 0.0 0.0 0.427
H -3.63699 -0.55062 4.40847 0.0 0.0 0.0 0.458
H -1.79615 -0.44507 6.08667 0.0 0.0 0.0 0.432
H 0.44899 0.38191 5.33794 0.0 0.0 0.0 0.472
H 0.74667 1.03656 2.98184 0.0 0.0 0.0 0.382
S 1.06814 -1.71637 1.62807 0.1 -0.2 0.2 -0.289
C 2.55731 -1.13254 1.23138 0.0 0.0 -0.1 0.049
N 2.92272 -1.12514 -0.10612 0.0 0.0 0.0 0.140
C 4.13959 -0.76814 -0.54751 0.0 0.0 0.0 -0.132
C 5.07425 -0.35129 0.34513 0.0 0.0 0.0 -0.688
C 4.64791 -0.27898 1.69023 0.0 0.0 0.0 -0.021
N 3.46993 -0.63493 2.12430 0.0 0.0 0.0 -0.507
H 2.18068 -1.36655 -0.75350 0.0 0.0 0.0 0.198
H 4.30427 -0.82942 -1.61311 0.0 0.0 0.0 0.466
H 6.06410 -0.05636 0.03748 0.0 0.0 0.0 0.422
H 5.33172 0.10298 2.44377 0.0 0.0 0.0 0.426
```
Forces are in eV/Å.

Its total energy is -84200.9507 eV. The calculation puts the HOMO energy at -7.2 eV. The net charge is 0.

***

Here is a molecular structure, C10H18ClIN2OPYb in a non-equilibrium geometry from the OMol25 dataset. Energies are from the ωB97M-V functional and the def2-TZVPD basis.

Structure (XYZ):
```
35
Properties=species:S:1:pos:R:3:forces:R:3:nbo_charge:R:1
C -0.24917 -4.40678 -2.53111 0.2 -0.5 -0.3 -0.667
I 1.05434 -2.73401 -1.99047 -0.7 -0.8 -0.1 0.243
H -1.29630 -4.26084 -2.26122 0.3 0.4 0.0 0.243
H 0.16508 -5.29385 -2.04384 0.0 0.4 0.0 0.255
H -0.12531 -4.48020 -3.61138 -0.1 0.1 0.2 0.261
Yb -0.51972 -1.32643 0.19605 -0.5 2.7 0.3 1.581
P -0.19481 1.04935 -1.70227 -0.4 0.7 -1.3 0.846
C 1.19324 1.57460 -2.77582 0.5 -0.3 0.4 -0.942
C -1.31752 0.51216 -3.04420 -0.3 -0.4 0.3 -0.938
H -1.79367 2.61889 -0.79764 0.1 0.2 -0.2 0.262
H -1.06702 3.21719 -2.33735 0.1 -0.2 0.3 0.258
H -0.14150 3.30130 -0.79859 -0.2 0.0 -0.2 0.243
C -0.87008 2.72044 -1.37776 -0.1 -0.3 0.8 -0.927
H -2.28911 0.26625 -2.60040 0.1 0.1 -0.3 0.262
H -1.41354 1.33849 -3.76087 0.0 -0.3 0.1 0.256
H 0.79228 2.23014 -3.56413 0.2 -0.3 0.3 0.261
H 1.66968 0.69333 -3.22475 0.0 0.3 0.0 0.238
H -0.91069 -0.37873 -3.53816 -0.1 0.2 0.0 0.235
H 1.93518 2.12218 -2.17839 -0.1 -0.1 -0.3 0.248
C 1.77687 -0.32119 -0.22271 4.0 0.1 0.4 0.454
O 2.88473 -0.00836 -0.30878 -3.7 -0.6 0.1 -0.419
Cl -2.66366 -0.04762 0.08825 0.8 -1.1 0.2 -0.530
N 0.05815 -2.07597 2.51969 0.2 -0.1 -0.2 -0.911
C 0.17858 -0.70397 2.99389 0.1 0.3 1.2 0.342
C 0.28173 -0.37215 4.35819 0.0 -0.4 -0.6 -0.240
C 0.38919 0.97899 4.68430 0.0 0.0 -0.4 -0.091
C 0.33792 1.93562 3.65488 -0.1 -0.6 -0.2 -0.214
C 0.17306 1.50411 2.34610 0.2 -0.3 -0.2 0.073
N 0.14055 0.18940 2.01081 -0.5 -0.1 0.3 -0.553
H 0.99072 -2.48614 2.42061 0.0 0.0 0.3 0.417
H -0.42596 -2.65547 3.21886 0.1 0.2 -0.5 0.440
H 0.28041 -1.18736 5.09978 0.1 0.7 -0.3 0.256
H 0.50908 1.30059 5.71785 -0.1 -0.1 -0.2 0.264
H 0.39908 2.99777 3.85579 0.0 -0.1 0.1 0.266
H 0.06821 2.18825 1.50478 0.1 0.0 0.3 0.226
```
Forces are in eV/Å.

The spin multiplicity is 2. As for the expectation value of S²: 0.75. Its total energy is -77118.9689 eV. The calculation puts the HOMO energy (spin up / spin down) at -15.6 / -15.6 eV. The net charge is +2.

***

Here is a molecular structure, C3H2O3Tm in a non-equilibrium geometry from the OMol25 dataset. Energies are from the ωB97M-V functional and the def2-TZVPD basis.

Structure (XYZ):
```
9
Properties=species:S:1:pos:R:3:forces:R:3:nbo_charge:R:1
C -0.61010 -0.82352 0.81531 -2.6 -1.6 -0.2 0.044
C 0.49354 -0.01084 0.88684 4.2 1.7 -1.5 0.102
O 1.58698 -0.11697 0.15930 -3.2 -0.2 2.5 -0.582
O -1.85631 -0.45442 1.21500 2.0 0.2 -0.9 -0.864
H -0.49509 -1.82803 0.37342 -0.1 0.4 0.1 0.183
H 0.42808 0.84709 1.59964 0.0 -0.3 -0.3 0.139
Tm -2.05065 1.11377 -0.24089 -0.2 -0.4 0.5 0.988
C 1.78065 0.44484 -2.26226 -2.8 1.1 -1.1 0.577
O 0.72291 0.82808 -2.54637 2.8 -1.0 0.9 -0.587
```
Forces are in eV/Å.

The spin multiplicity is 4. As for the expectation value of S²: 3.78. Its total energy is -38811.1851 eV. The calculation puts the HOMO energy (spin up / spin down) at -6.6 / -7.3 eV. The net charge is 0.